P) {"formula": "C18H19FN6O2S", "method": "the ωB97M-V functional and the def2-TZVPD basis", "gap_ev": 7.444, "charge": 0, "homo_ev": -7.801, "symbols": ["C", "C", "C", "C", "C", "C", "C", "N", "C", "N", "N", "N", "H", "H", "H", "S", "O", "O", "N", "C", "H", "C", "N", "C", "C", "C", "C", "C", "C", "H", "H", "H", "H", "F", "C", "H", "C", "H", "H", "H", "H", "H", "H", "H", "H", "H", "H"], "coordinates": [[-1.73534, -1.37121, -2.42512], [-0.90335, -1.43126, -1.20998], [0.49117, -1.41986, -1.22833], [1.09358, -1.64261, -0.04900], [0.41440, -1.82562, 1.04396], [-1.04234, -1.62926, 1.27434], [-1.79491, -1.55844, 0.20036], [-3.12540, -1.32922, 0.00886], [-3.97612, -1.91715, 0.94519], [-5.10842, -1.60258, 0.79868], [-5.14184, -0.52996, -0.20924], [-4.00294, -0.50100, -0.74503], [-3.58916, -2.81325, 1.68158], [-1.49110, -1.45246, 2.20337], [0.95240, -1.80130, 1.97081], [2.75997, -1.80656, 0.05241], [3.20646, -2.48079, -1.29986], [3.19976, -2.51374, 1.19902], [3.62108, -0.15523, -0.06493], [3.50940, 0.44413, 1.39430], [3.68117, -0.37791, 1.93308], [2.09342, 1.22773, 1.72696], [1.54725, 1.55143, 0.37757], [0.13133, 1.69819, 0.43788], [-0.53370, 1.80727, -1.17798], [-1.80897, 1.86436, -1.00223], [-2.60126, 1.84891, 0.17201], [-1.89981, 2.17894, 1.34895], [-0.64652, 1.80345, 1.53664], [-0.03948, 1.83147, 2.45400], [-2.46645, 2.27131, 2.25428], [-3.70956, 2.15688, 0.00647], [-2.34968, 1.86784, -1.93256], [0.07731, 1.26646, -2.14330], [2.45039, 1.77219, -0.70376], [3.18945, 2.81436, -0.25850], [3.34334, 0.62409, -1.30387], [2.81281, 0.06059, -1.64125], [4.27266, 0.98197, -1.50175], [1.85610, 2.39479, -1.46876], [2.50079, 1.96862, 2.31209], [1.41842, 0.56153, 2.39989], [4.28155, 1.05509, 1.30821], [0.82403, -1.66717, -2.10728], [-1.25453, -0.87215, -3.34520], [-2.54702, -0.85954, -2.44239], [-1.96034, -2.49330, -2.78056]]}

=====

Q) {"formula": "C18H19FN6O2S", "method": "the ωB97M-V functional and the def2-TZVPD basis", "gap_ev": 9.029, "charge": 0, "smiles": "O=C(CSc1ncnc2c1nnn2Cc1ccccc1F)NC[C@H]1CCCO1", "homo_ev": -9.030, "symbols": ["O", "C", "C", "S", "C", "N", "C", "N", "C", "C", "N", "N", "N", "C", "C", "C", "C", "C", "C", "C", "F", "N", "C", "C", "C", "C", "C", "O", "H", "H", "H", "H", "H", "H", "H", "H", "H", "H", "H", "H", "H", "H", "H", "H", "H", "H", "H"], "coordinates": [[2.48256, 4.34223, 0.08586], [1.85361, 3.84266, 0.99015], [0.50115, 4.41661, 1.41388], [-0.62397, 3.18809, 2.14239], [-0.62972, 2.02281, 0.85186], [-0.10480, 2.37722, -0.30811], [-0.04293, 1.49925, -1.29938], [-0.43880, 0.24506, -1.29593], [-0.97146, -0.11785, -0.13009], [-1.12525, 0.72253, 1.00048], [-1.67658, -0.02556, 1.99028], [-1.85419, -1.20177, 1.55566], [-1.44273, -1.31309, 0.28329], [-1.56659, -2.53841, -0.46137], [-2.82655, -2.53485, -1.29185], [-3.00088, -1.60972, -2.31444], [-4.16980, -1.58487, -3.05386], [-5.18425, -2.48941, -2.78563], [-5.02960, -3.42491, -1.77856], [-3.85692, -3.43229, -1.04569], [-3.71005, -4.35513, -0.07198], [2.30743, 2.83318, 1.76330], [3.42527, 2.01733, 1.35639], [2.95431, 0.88110, 0.42922], [4.03655, -0.18182, 0.19902], [3.64751, -1.27664, 1.19179], [2.12693, -1.16042, 1.17609], [1.84599, 0.21941, 1.04015], [0.02715, 4.86732, 0.54326], [0.64673, 5.17502, 2.18405], [0.39390, 1.86687, -2.21815], [-1.58630, -3.35671, 0.26130], [-0.69092, -2.62618, -1.11172], [-2.20672, -0.90798, -2.52349], [-4.28844, -0.85831, -3.84275], [-6.09640, -2.46974, -3.36170], [-5.80028, -4.14366, -1.54983], [1.65143, 2.37928, 2.38498], [3.89412, 1.60447, 2.25238], [4.13143, 2.65440, 0.82078], [2.60823, 1.33028, -0.51048], [5.03327, 0.21710, 0.37215], [3.98097, -0.56055, -0.82154], [3.99085, -2.26449, 0.89569], [4.03168, -1.04827, 2.18620], [1.70995, -1.70695, 0.31646], [1.64310, -1.51264, 2.08947]]}

=====

Which of them is the most stable, and which is the least stable? Q) and P), in that order.

=====

P) {"formula": "C2H3NS", "method": "the ωB97M-V functional and the def2-TZVPD basis", "gap_ev": [8.430, 8.430], "charge": 0, "smiles": "[H]/N=C/C=S", "homo_ev": [-9.100, -9.100], "symbols": ["H", "N", "C", "C", "S", "H", "H"], "coordinates": [[-0.08057, 1.69755, 1.21980], [-0.66553, 0.98656, 0.74293], [-0.01390, 0.39413, -0.20274], [-0.79178, -0.29733, -1.27081], [-1.13761, 0.51248, -2.66462], [1.06804, 0.46892, -0.44459], [-1.22012, -1.40629, -1.18897]]}

=====

Q) {"formula": "C2H3NS", "method": "the ωB97M-V functional and the def2-TZVPD basis", "gap_ev": [7.750, 6.927], "charge": 0, "homo_ev": [-9.327, -8.332], "symbols": ["C", "C", "N", "S", "H", "H", "H"], "coordinates": [[0.27514, 0.50637, 0.05179], [1.66865, 0.28208, 0.10125], [-0.85824, -0.33025, 0.04796], [-2.45369, 0.02716, 0.05628], [-0.09329, 1.48925, 0.01091], [2.05958, -0.67385, -0.19717], [-0.59815, -1.30075, -0.07102]]}

=====

R) {"formula": "C2H3NS", "method": "the ωB97M-V functional and the def2-TZVPD basis", "gap_ev": 8.836, "charge": 0, "smiles": "S=C1CN1", "homo_ev": -8.675, "symbols": ["S", "C", "C", "N", "H", "H", "H"], "coordinates": [[-2.37922, -0.12050, -0.08403], [-0.76695, -0.06090, 0.14732], [0.60654, -0.46427, 0.16007], [0.19296, 0.94730, 0.09680], [1.01564, -0.87634, 1.00216], [0.97078, -1.01139, -0.66419], [0.36025, 1.58610, -0.65813]]}

=====

Which of them is the most stable, and which is the least stable? P) and Q), in that order.